No. 1
Entry from the Open Molecules 2025 dataset: 9 unconnected molecules or ions with the total composition C44H83F9O24 (ωB97M-V with the def2-TZVPD basis set).

Values from the calculation:
**Energy above the lowest of the compared OMol25 structures with the same formula, charge and spin**: 0.00 kJ/mol
**HOMO energy**: -0.347 hartree
**SMILES**: CCOC(=O)C(F)(F)F.CCOC(=O)C(F)(F)F.CCOC(=O)C(F)(F)F.C[C@H]1COC(=O)O1.C[C@H]1COC(=O)O1.COCCOCCOC.COCCOCCOC.COCCOCCOC.COCCOCCOC
**Gap between HOMO and LUMO**: 9.120 eV

Cartesian coordinates (Å):
C1 0.52735 -1.59967 -8.59820
O1 0.21305 -1.88269 -7.25805
C2 1.31851 -2.05882 -6.44874
C3 0.92320 -2.25532 -4.95602
O2 2.06502 -2.31977 -4.06047
C4 2.83162 -3.55328 -3.98559
C5 3.97783 -3.61867 -2.90060
O3 4.18088 -4.91378 -2.34199
C6 5.13582 -5.81177 -2.98896
H1 0.77354 -2.50428 -9.15424
H2 1.22462 -0.76576 -8.67886
H3 -0.22708 -1.12218 -9.22345
H4 1.87221 -1.12050 -6.48155
H5 1.96993 -2.91155 -6.64006
H6 0.40447 -3.20638 -4.83558
H7 0.32628 -1.37758 -4.70833
H8 3.07281 -3.86064 -5.00316
H9 2.07116 -4.31112 -3.79724
H10 3.59577 -3.04097 -2.05893
H11 4.87720 -3.15720 -3.30837
H12 4.94522 -6.86006 -2.75903
H13 6.07249 -5.48021 -2.54084
H14 5.07102 -5.83249 -4.07684
C7 2.15433 -2.42027 7.02320
O4 2.53937 -3.67749 6.35169
C8 1.61495 -4.11019 5.43298
C9 2.19297 -5.31522 4.59970
O5 2.85510 -6.18953 5.59892
C10 3.99634 -6.88786 4.97664
C11 3.69829 -7.71044 3.63152
O6 2.79379 -8.75327 3.97263
C12 2.17865 -9.34672 2.87719
H15 1.88641 -1.63005 6.32185
H16 3.12889 -2.15255 7.43145
H17 1.52828 -2.50644 7.91130
H18 1.37949 -3.24123 4.81851
H19 0.77815 -4.55973 5.96757
H20 2.92581 -5.04183 3.84055
H21 1.44785 -5.92903 4.09360
H22 4.41180 -7.51235 5.76753
H23 4.80755 -6.17174 4.84546
H24 4.60057 -8.22774 3.30534
H25 3.17400 -7.12541 2.87590
H26 2.90423 -9.62282 2.11208
H27 1.51354 -8.63945 2.38171
H28 1.53250 -10.16998 3.18185
C13 -7.81328 7.86030 -10.39712
O7 -7.15398 7.13267 -9.37816
C14 -6.18875 6.18591 -9.89583
C15 -4.81032 6.60226 -9.35703
O8 -3.62075 5.81877 -9.62322
C16 -2.42914 6.33563 -8.96273
C17 -1.76701 5.13963 -8.19792
O9 -2.68904 4.47788 -7.28680
C18 -2.29341 3.53481 -6.30026
H29 -8.17808 7.19074 -11.17604
H30 -7.16818 8.62472 -10.83025
H31 -8.70633 8.35579 -10.01628
H32 -5.96632 6.18694 -10.96289
H33 -6.42357 5.25106 -9.38689
H34 -4.91251 6.84289 -8.29885
H35 -4.70905 7.56970 -9.84887
H36 -2.63045 7.20900 -8.34240
H37 -1.72069 6.59130 -9.75065
H38 -0.93416 5.51487 -7.60324
H39 -1.36526 4.39223 -8.88208
H40 -1.64426 3.99581 -5.55582
H41 -1.97772 2.57324 -6.70500
H42 -3.20930 3.25140 -5.78166
C19 6.67684 0.41961 1.60997
O10 6.52571 -0.05518 2.93886
C20 6.65469 -1.40483 3.06935
C21 6.23560 -1.81661 4.47917
O11 7.42628 -1.43303 5.28690
C22 7.43416 -1.78308 6.71334
C23 8.83503 -2.52360 7.07631
O12 10.07687 -2.10739 6.74090
C24 10.40366 -2.49125 5.36886
H43 6.40414 1.47158 1.69425
H44 6.10181 -0.11043 0.85069
H45 7.70742 0.47301 1.25904
H46 7.69932 -1.70427 2.98462
H47 5.95712 -1.87581 2.37676
H48 5.90370 -2.83813 4.29361
H49 5.44185 -1.15591 4.82781
H50 6.68671 -2.54389 6.93827
H51 7.31743 -0.86502 7.28923
H52 8.71566 -3.60254 7.17503
H53 9.02676 -2.11618 8.06895
H54 9.58744 -2.73971 4.69052
H55 11.14264 -3.28032 5.50810
H56 10.99658 -1.72190 4.87424
C25 -2.91374 -4.56670 1.57253
C26 -4.18650 -4.86516 0.73409
O13 -3.97397 -5.76628 -0.37167
C27 -4.87164 -6.06843 -1.30358
O14 -5.94589 -5.48225 -1.37371
C28 -4.51590 -7.12812 -2.29236
F1 -4.95089 -6.89279 -3.47941
F2 -3.21936 -7.29359 -2.49860
F3 -4.90416 -8.33002 -1.90172
H57 -2.18631 -3.96088 1.03224
H58 -2.45376 -5.47831 1.95395
H59 -3.24628 -3.99738 2.44051
H60 -4.54239 -3.93815 0.28453
H61 -5.03239 -5.15346 1.35815
C29 4.48880 3.44423 5.24767
C30 3.41986 3.71341 4.17096
O15 3.96232 4.74705 3.36942
C31 3.35254 5.19193 2.26759
O16 2.10626 5.01332 1.98293
C32 4.20645 6.17314 1.45055
F4 4.53312 5.68199 0.24436
F5 3.44093 7.19620 1.10140
F6 5.25182 6.57509 2.09061
H62 4.11146 2.71940 5.96901
H63 4.63509 4.25458 5.96184
H64 5.44523 3.32983 4.73753
H65 2.49667 4.14669 4.55579
H66 3.25264 2.75489 3.67966
C33 -2.11367 5.81159 4.36770
C34 -3.15248 6.49736 3.56930
O17 -3.38295 7.72308 4.27981
C35 -4.47244 7.92544 5.06060
O18 -5.35491 7.13198 5.24009
C36 -4.42779 9.29571 5.82760
F7 -3.51352 10.05827 5.28497
F8 -5.60083 9.82999 5.89680
F9 -3.99961 8.90588 7.06750
H67 -1.15257 6.30521 4.22372
H68 -1.96981 4.82889 3.91858
H69 -2.21647 5.66261 5.44256
H70 -4.11937 5.99957 3.49540
H71 -2.65999 6.76562 2.63465
C37 0.34333 -0.09075 0.66261
C38 -0.48044 1.21874 0.59345
C39 -0.53909 1.96916 -0.75320
O19 -1.86454 2.06272 -1.15811
C40 -2.67592 1.43796 -0.26405
O20 -3.84923 1.35511 -0.37059
O21 -1.84459 0.84655 0.66680
H72 1.36438 0.27570 0.55637
H73 0.21881 -0.84807 -0.11138
H74 0.25067 -0.52504 1.65805
H75 -0.36457 1.95850 1.38555
H76 0.16830 1.47005 -1.41547
H77 -0.06724 2.92992 -0.54730
C41 -9.90636 -0.40000 0.67537
C42 -10.08879 0.67916 -0.37699
C43 -10.83806 0.23662 -1.58864
O22 -11.80199 1.23286 -1.80468
C44 -11.87835 2.04024 -0.83163
O23 -12.51119 3.07384 -0.78267
O24 -10.88835 1.78988 0.02089
H78 -9.54292 -1.37949 0.36451
H79 -10.88066 -0.57266 1.13255
H80 -9.19624 -0.07225 1.43459
H81 -9.12797 1.02580 -0.75748
H82 -11.36457 -0.69724 -1.39169
H83 -10.17016 -0.10527 -2.37929

Cartesian forces, eV/Å:
0.1 0.6 -0.7
-1.5 -0.4 -0.4
1.0 0.4 1.8
0.9 -0.5 -0.4
0.8 0.9 0.1
-1.8 -0.7 -0.8
-1.3 0.1 -0.6
-0.3 -0.7 -1.0
-0.6 1.0 0.6
0.7 0.0 0.1
1.1 -0.5 0.2
-1.3 -0.4 0.8
0.7 -0.1 0.0
0.0 -0.1 -1.0
-0.6 0.1 -0.1
0.0 -0.3 0.6
1.1 0.3 -0.1
0.1 -0.5 0.9
0.2 0.3 -0.1
0.2 -0.1 0.2
-0.3 0.2 0.8
0.5 -0.5 -0.8
0.3 0.7 -0.1
2.3 -1.2 -0.3
0.3 1.7 1.5
-0.1 -1.6 -0.9
1.0 -0.3 1.9
0.6 -0.2 -2.4
-1.0 0.1 -0.1
-0.8 -0.2 2.4
-0.1 -0.1 1.1
-0.3 0.5 -0.6
-0.5 -0.2 -0.1
0.0 0.4 0.1
-0.7 -0.4 -0.5
-0.7 -0.3 -0.5
-0.7 0.4 -0.1
0.1 0.5 0.1
-0.5 0.3 0.1
-0.5 -0.5 -0.2
-0.1 0.4 -0.7
0.4 0.6 -0.4
0.6 0.4 -0.3
0.1 -0.5 0.0
-0.2 0.4 -0.2
0.5 -0.1 0.2
-0.2 -0.1 -0.2
0.6 -0.3 -0.9
1.3 -0.4 1.7
0.7 1.6 0.4
-0.9 0.6 0.4
-0.6 -2.3 -0.2
-0.6 -0.3 1.3
-0.5 0.8 -0.8
-0.6 0.5 -0.4
0.1 -0.1 -0.2
0.1 0.0 -0.1
0.2 0.0 0.5
-1.3 -0.4 -0.3
-0.3 -0.4 -0.9
0.1 -0.4 0.3
0.5 0.5 0.0
-0.1 -0.2 0.1
0.1 0.3 0.0
0.3 0.2 0.0
-0.1 0.1 -0.3
0.5 -0.3 -0.1
0.8 0.2 -0.2
-0.2 0.4 0.1
0.4 1.0 0.6
-0.1 1.8 -0.9
-0.6 -0.7 1.1
1.7 2.0 -0.3
-1.4 -1.7 0.4
2.2 -0.9 -2.1
-2.3 1.6 3.6
1.2 0.5 -4.7
1.7 0.2 0.6
-0.4 0.0 -0.4
-0.4 -0.1 0.2
0.4 -0.5 0.2
0.1 -0.4 -0.5
0.3 -0.5 -0.4
0.4 -0.6 1.4
-0.4 -0.4 -0.1
-0.3 0.3 0.1
0.0 -0.1 0.0
0.0 -0.2 -0.6
-1.6 -0.9 1.3
-0.2 -0.1 0.6
-0.3 -0.6 -0.4
-0.3 0.5 0.2
-0.8 -0.6 -0.6
-0.4 1.5 -0.3
1.4 -1.8 -0.2
-2.6 3.7 2.1
1.4 -1.3 -0.3
2.2 -1.6 -0.3
-2.1 0.9 -1.7
2.1 0.6 0.8
-1.4 -0.7 0.8
-0.1 -0.2 -0.1
0.1 0.0 -0.2
0.0 0.1 0.0
0.1 0.2 0.0
0.2 -0.7 0.0
-0.9 1.1 0.4
0.0 0.1 1.8
0.8 0.5 -2.5
-5.8 -1.1 0.6
5.9 0.4 1.0
-1.7 -0.3 -1.7
0.8 -1.1 0.2
-0.5 1.1 0.8
1.3 0.4 0.6
0.5 -0.9 -0.7
-0.1 0.7 -0.5
0.0 -0.9 0.4
-0.2 -0.6 0.2
-0.2 0.4 -0.7
1.5 -1.6 -0.1
-0.5 0.6 1.2
-0.9 2.2 0.6
0.3 -1.1 -0.9
0.2 0.4 -0.1
1.5 -3.6 -0.3
0.1 1.3 0.1
-0.8 1.0 0.2
-0.3 0.9 -0.1
0.0 0.2 0.1
0.1 -0.3 0.1
-0.7 0.2 -0.1
0.3 -0.3 -0.3
-0.8 0.1 -0.2
0.8 1.8 0.5
-1.7 -0.9 -1.2
3.0 0.2 0.9
-0.4 0.2 -0.3
2.0 -0.7 -0.1
0.0 -0.1 0.5
-2.9 -0.4 0.7
0.4 -0.3 0.1
-0.6 0.4 -0.1
-0.1 -0.1 -0.1
0.8 -0.5 0.3
-0.7 -0.2 -0.8
-0.5 0.5 -0.5
-0.3 0.5 0.8
0.7 -0.2 -0.7
-0.5 -2.7 0.3
-0.8 -2.2 -4.1
0.7 4.7 1.4
-0.2 -1.8 0.1
1.0 -0.3 2.5
0.0 0.2 -0.7
0.0 0.0 0.2
-0.2 0.1 0.1
0.2 0.5 0.6
-0.4 -0.1 0.3
-0.2 1.2 -0.7

Here are the Löwdin charges for atoms 1 to 4, given in e:
1 C -0.115
2 O -0.164
3 C -0.236
4 C -0.150

=====

No. 2
Entry from the Open Molecules 2025 dataset: 2 unconnected molecules or ions with the total composition C2H3NOS (ωB97M-V with the def2-TZVPD basis set).

Values from the calculation:
**Energy above the lowest of the compared OMol25 structures with the same formula, charge and spin**: 299.63 kJ/mol
**HOMO energy (alpha / beta)**: -0.210 / -0.383 hartree
**⟨S²⟩**: 2.01
**Gap between HOMO and LUMO (alpha / beta)**: 6.360 / 7.869 eV
**Spin multiplicity**: 3

Cartesian coordinates (Å):
C1 -3.46683 0.45651 -0.08153
C2 0.46240 -0.52700 -0.29005
N1 1.43571 -0.27680 0.42582
O1 -4.53847 0.76227 -0.40720
S1 -2.13776 -0.22022 0.11046
H1 -0.11757 -1.41727 -0.30528
H2 0.25568 0.17938 -1.05241
H3 1.74778 -0.89908 1.12329

Cartesian forces, eV/Å:
-3.9 0.0 -1.5
-3.9 0.6 -4.3
3.8 -0.5 3.7
0.2 0.9 0.6
2.5 -0.6 1.2
0.2 -1.0 0.2
-0.4 0.4 -1.0
1.5 0.2 1.3

Here are the natural (NBO) charges for atoms 1 to 4, given in e:
1 C 0.377
2 C -0.474
3 N -0.316
4 O -0.464

=====

No. 3
Entry from the Open Molecules 2025 dataset: a molecular structure, H8Li6O20S4 (ωB97M-V with the def2-TZVPD basis set).

Values from the calculation:
**HOMO energy**: -0.050 hartree
**Gap between HOMO and LUMO**: 2.302 eV
**Total charge**: -2

Cartesian coordinates (Å):
Li1 -0.77331 -1.83099 -3.21916
Li2 0.93048 -2.74540 0.32683
Li3 -2.35817 -1.34430 -0.29957
Li4 -0.37933 -0.47423 1.86070
Li5 1.42498 1.90884 0.80749
Li6 -2.56380 1.85605 -1.37087
S1 2.70706 -0.48515 1.66084
O1 2.37457 -1.48795 0.67009
O2 3.36859 0.69084 1.10415
O3 1.46644 -0.01010 2.22852
O4 3.53176 -1.11864 2.72180
S2 -3.29663 -1.12672 2.64266
O5 -4.15600 0.01403 3.00863
O6 -2.33844 -0.75997 1.65214
O7 -2.65409 -1.70973 3.74231
O8 -4.12606 -2.14874 1.99865
S3 -0.10796 -0.08835 -1.26294
O9 0.76857 0.92500 -0.72531
O10 -1.45113 0.35586 -1.42431
O11 0.48038 -0.63220 -2.47908
O12 -0.25718 -1.22618 -0.32917
S4 -1.17952 2.73171 1.30989
O13 -2.39722 2.17718 0.61830
O14 -0.20006 3.23916 0.35933
O15 -1.44600 3.78471 2.26681
O16 -0.56402 1.68245 2.08882
O17 2.92203 -1.31883 -1.91161
H1 3.37698 -1.45923 -2.74199
H2 2.02377 -1.10437 -2.16337
O18 1.00875 0.94893 -4.57147
H3 0.60255 0.32091 -3.97412
H4 1.94043 0.91899 -4.35396
O19 -0.15009 -2.58607 2.04162
H5 -0.64056 -3.38672 2.22767
H6 0.42195 -2.47319 2.80074
O20 0.36046 2.95100 -2.58947
H7 0.80497 2.24384 -3.05699
H8 0.52480 2.76762 -1.66449

Cartesian forces, eV/Å:
0.5 0.6 0.4
0.7 1.8 0.7
0.1 1.0 2.3
-0.5 1.1 0.4
-0.5 -0.4 0.8
0.8 0.5 1.9
2.7 -0.3 3.1
-0.8 -2.6 -2.4
0.5 1.0 -1.3
-2.9 0.5 1.0
-0.2 0.2 -0.7
-5.8 1.5 0.9
0.5 -0.3 -0.1
4.2 1.5 -4.8
2.8 -1.8 4.0
-1.5 -2.0 -1.9
3.4 1.6 5.8
-0.4 -1.0 -1.1
-4.1 0.7 -2.5
-0.7 -1.7 -3.9
-0.4 -2.0 -0.2
-1.4 0.7 2.6
-0.1 0.7 -1.6
1.8 0.4 -2.8
-1.5 1.4 -0.1
1.3 -2.9 0.0
0.9 -0.6 -0.3
0.3 0.0 -0.3
-0.1 0.3 0.1
0.0 0.3 -1.1
0.1 -0.1 0.6
0.3 -0.1 0.1
0.6 -0.9 -0.8
-0.8 0.2 0.4
0.5 0.3 0.5
-0.3 0.4 -0.7
0.0 0.0 -0.2
-0.3 0.2 0.9

Here are the natural (NBO) charges for atoms 1 to 4, given in e:
1 Li 0.949
2 Li 0.933
3 Li 0.906
4 Li 0.875